# 1
Computed, not measured: the molecule C6H6Cl2Si in a non-equilibrium geometry, with the ωB97M-V functional and the def2-TZVPD basis.

XYZ file:
```
15
Properties=species:S:1:pos:R:3
C -0.272 -3.492 0.405
C 0.727 -2.463 0.234
C 1.620 -1.674 0.086
Si 3.112 -0.078 -0.193
Cl 4.027 0.267 1.580
Cl 4.272 -0.715 -1.600
C 2.160 1.505 -0.417
C 1.408 2.369 -0.081
C 0.600 3.500 0.105
H 0.120 -4.476 0.389
H -0.803 -3.505 1.356
H -0.837 -3.398 -0.419
H 0.644 3.735 1.176
H 0.835 4.402 -0.388
H -0.350 3.104 -0.283
```

- charge = 0
- M (g mol⁻¹) = 177.1
- HOMO energy (eV) = -9.49
- LUMO level (eV) = 0.670
- energy relative to the best compared isomer or geometry (same formula, charge and spin) (kcal per mole) = 36.53

The computed Mulliken charges, all in e, follow: -1.2452 0.8833 -0.8470 0.7605 -0.2339 -0.1794 -0.5840 0.8480 -1.2134 0.3327 0.2958 0.3241 0.2704 0.3281 0.2601

# 2
Computed, not measured: the molecule C6H6ClF in a non-equilibrium geometry, with the ωB97M-V functional and the def2-TZVPD basis.

XYZ file:
```
14
Properties=species:S:1:pos:R:3
F -1.265 -1.777 -0.836
C -0.863 -0.836 0.074
Cl -1.896 -1.071 1.515
C 0.671 -0.757 0.232
C 0.801 0.458 1.148
C -0.092 1.317 0.644
C -0.691 0.575 -0.541
C 0.611 -0.040 -1.153
H 1.283 -1.670 0.401
H 1.434 0.547 2.039
H -0.367 2.303 1.007
H -1.483 0.988 -1.159
H 1.416 0.664 -1.347
H 0.442 -0.701 -2.025
```

- charge = 0
- M (g mol⁻¹) = 132.6
- HOMO energy (eV) = -9.47
- LUMO level (eV) = 1.018
- energy relative to the best compared isomer or geometry (same formula, charge and spin) (kcal per mole) = 20.43

The computed Mulliken charges, all in e, follow: -0.2720 0.8106 -0.2182 -0.5285 -0.5076 -0.5529 -0.5456 -0.4881 0.4278 0.3974 0.4158 0.4670 0.3104 0.2839

# 3
Computed, not measured: the molecule C6H6ClF in a non-equilibrium geometry, with the ωB97M-V functional and the def2-TZVPD basis.

XYZ file:
```
14
Properties=species:S:1:pos:R:3
F 2.231 -0.251 -1.406
C 1.340 -0.030 -0.249
C 0.882 1.337 0.095
C -0.451 1.277 0.078
C -0.949 0.052 -0.197
Cl -2.646 0.208 -0.964
C -0.910 -1.118 0.725
C 0.060 -0.942 -0.411
H 2.065 -0.256 0.607
H 1.473 2.208 0.389
H -0.979 2.122 0.061
H -0.752 -1.084 1.951
H -1.676 -1.843 0.467
H 0.312 -1.679 -1.146
```

- charge = 0
- M (g mol⁻¹) = 132.6
- HOMO energy (eV) = -9.76
- LUMO level (eV) = 0.682
- energy relative to the best compared isomer or geometry (same formula, charge and spin) (kcal per mole) = 51.98

The computed Mulliken charges, all in e, follow: -0.3429 0.2507 -0.6547 -0.7825 0.8473 -0.2711 -0.8794 -0.2518 0.2004 0.3893 0.5833 0.1982 0.2883 0.4247

# 4
Computed, not measured: the molecule C6H6ClF3N2 in a non-equilibrium geometry, with the ωB97M-V functional and the def2-TZVPD basis.

XYZ file:
```
18
Properties=species:S:1:pos:R:3
C 1.680 -1.369 -0.461
C 2.312 -0.154 -0.062
C 1.723 0.992 0.445
C 0.693 -2.045 0.153
C 0.152 1.175 0.210
C -0.595 0.394 -0.735
N 2.409 1.999 0.802
N -1.914 0.023 -0.719
F 3.644 -0.022 -0.414
F 0.233 -3.227 -0.289
F 0.090 2.500 -0.074
Cl -0.008 0.580 -2.378
H 2.230 -1.820 -1.163
H 0.144 -1.818 1.031
H -0.322 1.091 1.248
H 2.034 2.867 0.705
H -2.001 -0.238 0.220
H -2.142 -0.742 -1.440
```

- charge = 0
- M (g mol⁻¹) = 198.6
- HOMO energy (spin up / spin down) (eV) = -8.21 / -7.60
- LUMO level (spin up / spin down) (eV) = 0.063 / -1.173
- energy relative to the best compared isomer or geometry (same formula, charge and spin) (kcal per mole) = 80.25

The computed Mulliken charges, all in e, follow: -0.7387 0.5551 0.2085 -0.0417 0.3958 -0.0429 -0.7527 -0.5013 -0.2696 -0.2645 -0.3564 -0.1967 0.5002 0.4564 0.2063 0.2607 0.2810 0.3006

# 5
Computed, not measured: the molecule C6H6ClN7O in a non-equilibrium geometry, with the ωB97M-V functional and the def2-TZVPD basis.

XYZ file:
```
21
Properties=species:S:1:pos:R:3
N -3.122 -2.293 -2.421
C -1.984 -1.446 -2.381
N -1.052 -1.266 -3.251
O 0.020 -0.794 -2.540
C -0.466 -0.532 -1.253
C 0.383 0.000 -0.191
N 1.645 0.434 -0.538
C 2.401 1.095 0.332
Cl 3.903 1.624 -0.221
C 1.865 1.435 1.567
N 2.630 1.849 2.659
N 0.673 1.130 1.962
C -0.015 0.487 1.074
N -1.260 0.312 1.594
N -1.740 -0.877 -1.182
H -3.404 -2.674 -1.560
H -3.011 -2.956 -3.196
H 3.620 1.610 2.467
H 2.255 1.653 3.574
H -1.267 0.747 2.526
H -2.074 0.463 0.979
```

- charge = 0
- M (g mol⁻¹) = 227.6
- HOMO energy (eV) = -8.37
- LUMO level (eV) = -0.317

The computed Mulliken charges, all in e, follow: -0.5101 0.4608 -0.4202 -0.1103 0.4085 0.0229 -0.4697 0.1322 -0.1773 0.5209 -0.5247 -0.5197 0.6390 -0.4720 -0.4775 0.2449 0.2609 0.1984 0.2461 0.2948 0.2521

# 6
Computed, not measured: a structure of composition C6H6F18HfO21S6 in a non-equilibrium geometry, with the ωB97M-V functional and the def2-TZVPD basis.

XYZ file:
```
58
Properties=species:S:1:pos:R:3
Hf -0.112 0.030 0.293
C 1.989 2.380 -3.328
F 2.749 1.291 -3.245
F 2.418 3.280 -2.454
F 2.107 2.888 -4.554
S 0.190 1.924 -2.984
O -0.476 3.183 -2.731
O -0.199 1.219 -4.188
O 0.223 1.088 -1.768
C -2.806 4.031 -0.255
F -2.309 4.510 -1.376
F -3.522 4.987 0.348
F -3.632 3.010 -0.530
S -1.521 3.449 1.014
O -2.280 3.327 2.237
O -1.054 2.123 0.527
O -0.494 4.450 0.955
C 2.605 -3.538 1.651
F 3.299 -4.348 2.435
F 3.437 -2.675 1.041
F 2.025 -4.277 0.708
S 1.329 -2.546 2.626
O 0.299 -3.466 3.028
O 2.041 -2.025 3.791
O 0.914 -1.521 1.655
C -3.374 -3.171 -0.857
F -2.799 -3.794 -1.872
F -3.668 -1.920 -1.243
F -4.482 -3.791 -0.488
S -2.215 -3.094 0.636
O -3.133 -2.933 1.756
O -1.485 -4.349 0.643
O -1.407 -1.876 0.433
C 1.501 -2.289 -3.593
F 2.587 -2.958 -3.208
F 1.784 -1.045 -3.911
F 1.025 -2.932 -4.657
S 0.174 -2.367 -2.233
O -1.029 -1.861 -2.865
O 0.152 -3.730 -1.779
O 0.638 -1.423 -1.172
C 2.267 3.131 3.150
F 1.488 4.183 2.946
F 3.011 2.917 2.067
F 3.096 3.312 4.168
S 1.161 1.629 3.554
O 0.097 2.187 4.345
O 0.755 1.096 2.228
O 2.062 0.793 4.299
O 2.270 0.223 0.099
H 2.920 0.453 0.776
H 2.746 -0.287 -0.569
O -1.821 0.165 1.917
H -2.744 0.319 1.694
H -1.812 -0.020 2.867
O -2.047 0.279 -1.079
H -1.949 0.190 -2.043
H -2.990 0.189 -0.903
```

- charge = -2
- M (g mol⁻¹) = 1126.9
- HOMO energy (eV) = -5.07
- LUMO level (eV) = 4.160
- energy relative to the best compared isomer or geometry (same formula, charge and spin) (kcal per mole) = 0.00

The computed Mulliken charges, all in e, follow: 2.6381 0.5840 -0.2036 -0.2212 -0.2405 1.1934 -0.6100 -0.6911 -0.7067 0.5066 -0.1990 -0.2301 -0.2499 1.3384 -0.7407 -0.4821 -0.6649 0.6325 -0.2289 -0.2500 -0.2094 1.1082 -0.7175 -0.6809 -0.4670 0.4970 -0.2022 -0.2182 -0.2202 1.2630 -0.7670 -0.6113 0.5075 0.3308 -0.2294 -0.1409 -0.2224 1.1530 -0.6796 -0.6029 -0.6415 0.6786 -0.2134 -0.2386 -0.2307 1.0797 -0.7198 -1.0169 -0.6794 -0.4222 0.2344 0.1468 -0.4133 0.1853 0.2083 -0.3455 0.1088 0.2146

# 7
Computed, not measured: the molecule C6H6F3NO2 in a non-equilibrium geometry, with the ωB97M-V functional and the def2-TZVPD basis.

XYZ file:
```
18
Properties=species:S:1:pos:R:3
C 1.112 2.519 -0.921
C 0.288 1.643 -0.815
C -0.543 0.533 -0.355
N -1.917 0.883 -0.055
C 0.031 -0.081 0.919
O -0.207 0.315 2.019
O 0.864 -1.077 0.582
C 1.428 -1.857 1.633
C -0.743 -0.431 -1.592
F 0.185 -0.249 -2.588
F -0.716 -1.689 -1.261
F -1.953 -0.317 -2.181
H 1.662 3.301 -1.179
H -2.004 1.331 0.785
H -2.350 1.446 -0.786
H 2.309 -2.414 1.453
H 0.706 -2.699 1.899
H 1.849 -1.155 2.442
```

- charge = 0
- M (g mol⁻¹) = 181.1
- HOMO energy (eV) = -10.18
- LUMO level (eV) = 0.692
- energy relative to the best compared isomer or geometry (same formula, charge and spin) (kcal per mole) = 57.29

The computed Mulliken charges, all in e, follow: 0.1157 -1.5270 1.3821 -0.6631 0.2884 -0.5453 -0.2749 -0.7080 0.8600 -0.2896 -0.2664 -0.3019 0.6154 0.2339 0.2261 0.2922 0.2916 0.2708

# 8
Computed, not measured: a cluster of 2 separate species, C6H6F3NOS in total in a non-equilibrium geometry, with the ωB97M-V functional and the def2-TZVPD basis.

XYZ file:
```
18
Properties=species:S:1:pos:R:3
C 0.692 -1.294 1.094
C 1.082 -2.048 -0.140
C -0.824 2.506 -0.243
C -0.377 1.391 -1.078
C -0.183 0.093 -0.417
C -2.464 -0.548 -0.081
N 0.169 -0.145 0.917
O 0.478 2.426 -0.771
F -3.054 0.243 0.817
F -3.199 -0.495 -1.177
F -2.420 -1.843 0.376
S 0.308 -1.132 -1.538
H 0.839 -1.650 2.067
H 2.121 -2.117 -0.226
H 0.840 -3.019 -0.034
H -1.579 3.165 -0.497
H -0.962 2.309 0.739
H -0.740 1.407 -2.069
```

- charge = 0
- M (g mol⁻¹) = 197.2
- HOMO energy (spin up / spin down) (eV) = -8.11 / -8.19
- LUMO level (spin up / spin down) (eV) = -0.457 / -0.469
- energy relative to the best compared isomer or geometry (same formula, charge and spin) (kcal per mole) = 93.12

The computed Mulliken charges, all in e, follow: -0.1222 -0.8310 -0.5864 -0.0174 0.2805 0.6181 -0.4707 -0.4740 -0.2535 -0.2482 -0.2455 -0.1535 0.4812 0.4545 0.4595 0.3295 0.3164 0.4627

Question: Which value of charge does entry 7 give?
Answer: 0

Question: What is the charge in the seventh record?
Answer: 0